[1]
16
Properties=species:S:1:pos:R:3:lowdin_charge:R:1 method="wB97M-V/def2-TZVPD" largest_force_ev_per_a=2.68 e_homo_ev=-8.79 total_charge=0 smiles=Nn1nnc2ccccc21 homo_lumo_gap_ha=0.3442 de_lowest_ev=2.034
N -2.55781 -1.01615 -0.11390 0.11
N -1.67817 0.03412 -0.01233 -0.18
N -2.08626 1.30738 -0.03057 0.05
N -1.05822 2.04968 -0.05606 0.05
C 0.06464 1.23387 -0.07344 -0.22
C 1.48164 1.45151 -0.01542 0.00
C 2.32802 0.34518 -0.04510 -0.09
C 1.81937 -0.97636 -0.06973 -0.08
C 0.46127 -1.16162 -0.02657 -0.03
C -0.35639 -0.06523 -0.04559 -0.24
H -2.66988 -1.42822 0.79027 0.08
H -3.51688 -0.72818 -0.39774 0.11
H 1.84154 2.43798 0.26441 0.11
H 3.40111 0.50352 -0.15085 0.10
H 2.51687 -1.81179 -0.07790 0.11
H 0.00913 -2.17569 0.06050 0.12

[2]
54
Properties=species:S:1:pos:R:3:lowdin_charge:R:1 method="wB97M-V/def2-TZVPD" largest_force_ev_per_a=5.53 spin_multiplicity=2 e_homo_ev="-13.91 / -13.91" total_charge=+2 homo_lumo_gap_ha="0.2169 / 0.1285"
Sn -18.97841 -6.79386 29.33872 1.67
K -21.54396 -7.16507 25.21286 0.82
B -18.92198 -6.19617 26.14730 -0.56
H -19.11705 -5.99061 25.10618 -0.04
H -19.45784 -7.07190 26.47924 -0.13
H -17.89965 -6.45007 26.38103 -0.08
H -19.20107 -5.36901 26.78145 -0.07
B -22.06035 -7.32185 28.18650 -0.45
H -21.63785 -6.95320 29.10836 -0.10
H -22.76705 -8.11581 28.37205 -0.03
H -22.53405 -6.56539 27.58018 -0.06
H -21.30235 -7.71865 27.52905 -0.14
C -21.11973 -9.74599 21.72633 -0.22
S -19.99399 -8.31370 21.81084 0.86
O -20.77122 -7.19650 22.47425 -0.62
C -18.69795 -8.93105 22.94496 -0.26
H -20.66233 -10.58101 21.19563 0.07
H -22.06157 -9.45418 21.26170 0.07
H -21.27263 -9.93850 22.78824 0.04
H -19.11867 -9.31499 23.87430 0.05
H -18.09074 -8.07952 23.25203 0.04
H -18.09226 -9.70693 22.47671 0.05
C -15.32875 -8.39800 25.74844 -0.18
S -14.61262 -9.53607 24.51773 1.12
O -15.76322 -9.68626 23.54258 -0.29
C -13.27266 -8.40803 23.85740 -0.12
H -16.14603 -8.91565 26.25063 0.07
H -15.72011 -7.49136 25.28698 0.06
H -14.54301 -8.07947 26.43346 0.08
H -12.55144 -8.21066 24.65049 0.09
H -13.74174 -7.49238 23.49731 0.06
H -12.78108 -8.94575 23.04665 0.08
C -21.58973 -3.61017 28.43170 -0.25
S -20.12006 -2.81880 29.15032 0.96
O -19.14228 -3.96796 29.49091 -0.71
C -19.51895 -2.33719 27.44841 -0.22
H -22.04642 -4.24613 29.19004 0.06
H -21.21699 -4.31510 27.68857 0.03
H -22.30344 -2.94246 27.94911 0.08
H -20.09046 -1.52835 26.99314 0.07
H -19.44954 -3.13449 26.70841 0.04
H -18.55308 -1.86596 27.63042 0.05
O -13.72540 -4.84764 22.54411 0.14
C -14.76788 -4.61192 23.05375 -0.52
O -14.96623 -4.56288 24.38497 0.03
C -16.30337 -4.30318 24.78329 -0.15
C -17.09921 -4.24367 23.46176 -0.14
C -16.06282 -4.40555 22.34666 -0.05
H -16.44803 -3.30361 25.19319 0.12
H -16.82658 -4.96078 25.47749 0.07
H -17.75808 -3.37567 23.48607 0.12
H -17.88703 -4.98944 23.35562 0.09
H -15.93793 -3.49970 21.75341 0.14
H -16.27417 -5.26074 21.70473 0.13

[3]
85
Properties=species:S:1:pos:R:3:lowdin_charge:R:1 method="wB97M-V/def2-TZVPD" largest_force_ev_per_a=5.29 spin_multiplicity=5 e_homo_ev="-11.98 / -11.98" total_charge=+1 homo_lumo_gap_ha="0.3106 / 0.3107"
Pm 0.90232 -0.28438 0.72018 1.99
C -1.01712 -0.81203 3.22134 -0.18
C -0.65101 0.62004 3.45785 -0.12
O 0.43635 1.04327 2.58135 -0.30
C 0.70311 2.43558 2.40873 -0.17
C 1.89657 2.71178 1.56084 -0.07
O 2.12663 1.71077 0.46059 -0.34
C 2.42884 2.13719 -0.83377 -0.15
C 2.64112 0.84724 -1.71919 -0.12
O 1.39530 0.09689 -1.74672 -0.26
C 1.30587 -1.14868 -2.50483 -0.13
C -0.03319 -1.75474 -2.12390 -0.08
O -0.01796 -2.18268 -0.66518 -0.25
C -1.26661 -2.46711 -0.02013 -0.17
C -1.14902 -2.41470 1.45233 -0.14
O -1.11868 -0.99358 1.81814 -0.27
H -0.27036 -1.53375 3.68718 0.16
H -1.94026 -1.01407 3.74033 0.14
H -1.59553 1.25031 3.22286 0.15
H -0.32693 0.83306 4.51344 0.16
H -0.25128 2.92765 1.98943 0.14
H 0.79122 2.89790 3.42875 0.16
H 1.80552 3.66246 0.93131 0.16
H 2.90640 2.73647 2.09432 0.16
H 1.61410 2.78102 -1.19135 0.12
H 3.39608 2.69445 -0.73707 0.16
H 2.98937 1.16462 -2.70143 0.14
H 3.44085 0.23844 -1.20947 0.13
H 1.29302 -0.86440 -3.59021 0.16
H 2.16474 -1.85500 -2.31388 0.16
H -0.86998 -1.03255 -2.33503 0.15
H -0.20761 -2.71079 -2.62222 0.14
H -2.01553 -1.70048 -0.31072 0.13
H -1.58314 -3.45386 -0.31050 0.14
H -2.02575 -2.89478 1.95145 0.17
H -0.26239 -2.82514 1.84113 0.09
C -5.43335 1.52206 0.27479 -0.04
C -4.74191 0.34868 -0.34901 -0.59
C -4.96949 0.10145 -1.89732 0.01
C -5.14583 -0.88499 0.43225 -0.04
O -3.30681 0.49327 -0.13457 -0.19
P -2.29688 1.66407 0.12421 0.35
O -2.48336 2.34973 1.43320 -0.28
O -0.84841 1.06125 -0.15997 -0.42
O -2.80003 2.59102 -1.12034 -0.22
C -2.53313 3.92802 -1.64065 -0.59
C -1.10758 3.92295 -2.19853 -0.03
C -3.52524 4.03515 -2.80797 -0.02
C -2.83434 4.79051 -0.44526 -0.03
H -6.56194 1.47978 0.22783 0.11
H -5.01116 2.45309 -0.07744 0.06
H -5.27206 1.41091 1.38705 0.11
H -5.98931 -0.09738 -2.15896 0.08
H -4.51405 -0.84323 -2.14195 0.06
H -4.46107 0.87429 -2.50585 0.09
H -6.25723 -0.91313 0.56090 0.11
H -4.71072 -0.97551 1.45281 0.09
H -4.73858 -1.72419 -0.13593 0.07
H -0.83366 3.03694 -2.78421 0.09
H -0.37953 3.95604 -1.36811 0.07
H -0.91522 4.75640 -2.86114 0.08
H -3.08717 3.83909 -3.83193 0.10
H -3.83981 5.12876 -2.79285 0.11
H -4.45991 3.53316 -2.63343 0.07
H -2.25312 4.52781 0.41790 0.06
H -3.84721 4.60190 -0.18388 0.08
H -2.75647 5.86058 -0.69470 0.10
O 3.18908 -0.82508 0.77971 -0.15
C 2.98581 -2.03898 1.15478 -0.54
O 1.89145 -2.48486 1.68167 -0.07
C 4.13393 -3.00139 1.00705 -0.09
C 4.25734 -4.28497 1.52734 0.11
C 5.30257 -5.10529 0.98702 -0.10
C 6.33169 -4.63798 0.13400 0.12
C 6.24535 -3.30188 -0.10164 -0.17
C 5.17770 -2.44893 0.22831 0.10
N 7.28008 -2.69609 -0.80138 -0.32
O 8.24518 -3.33208 -1.24055 0.11
O 7.08237 -1.48267 -1.07536 0.04
N 5.30293 -6.52870 1.25121 -0.31
O 4.82240 -6.90909 2.32627 0.09
O 5.90008 -7.25590 0.40033 0.07
H 3.63972 -4.75145 2.30443 0.14
H 7.23393 -5.23793 -0.14257 0.16
H 5.25791 -1.35167 0.04649 0.15

[4]
12
Properties=species:S:1:pos:R:3:lowdin_charge:R:1 method="wB97M-V/def2-TZVPD" largest_force_ev_per_a=3.43 e_homo_ev=-9.32 total_charge=0 smiles="C=CO.O=CO" homo_lumo_gap_ha=0.3616 de_lowest_ev=2.202
C -0.22612 -0.18543 -0.91696 -0.02
C -0.76586 0.10758 -2.12307 -0.29
O -0.77834 1.40851 -2.50576 -0.04
H -0.36981 -1.20630 -0.49739 0.06
H 0.22359 0.63086 -0.32120 0.06
H -1.28686 -0.67219 -2.66517 0.10
H -0.97206 1.51368 -3.51447 0.16
O 0.01530 0.77686 3.29799 0.08
C 0.43745 -0.11525 2.60268 -0.34
O 1.50992 -0.94076 2.92336 0.03
H 0.11012 -0.28798 1.58473 0.08
H 2.10268 -1.02958 2.13525 0.12